# 1
Molecular formula: C49H84Br2F3NO14
Method: DFT, ωB97M-V/def2-TZVPD

Geometry as XYZ:
```
153
Properties=species:S:1:pos:R:3
O 2.919 2.699 0.697
C 1.731 2.367 0.691
C 0.852 1.576 1.791
C -0.358 0.783 1.021
C -1.601 1.381 1.777
C -3.017 0.692 1.646
C -3.787 0.901 0.260
F -3.033 1.556 -0.753
Br -5.358 2.120 0.604
C -4.425 -0.416 -0.403
F -5.449 0.053 -1.299
F -3.498 -1.088 -1.267
Br -5.338 -1.639 0.843
C 0.046 -0.745 1.014
C 1.524 -1.183 1.002
C 1.879 -2.649 0.964
N 1.069 -3.811 0.973
C -0.266 -3.364 0.968
C -0.867 -1.964 0.965
C 0.067 1.337 -0.452
O 0.707 2.649 -0.293
H 0.433 2.480 2.374
H 1.403 1.019 2.614
H -1.349 1.424 2.900
H -1.711 2.487 1.471
H -3.686 1.204 2.434
H -2.986 -0.399 2.011
H 2.377 -0.422 0.987
H 3.002 -2.890 0.920
H -1.026 -4.226 0.960
H -1.992 -1.832 0.920
H 0.979 0.722 -0.806
H -0.647 1.188 -1.316
C -6.054 -1.216 -3.991
C -6.413 -1.460 -5.432
O -7.496 -1.919 -5.746
C -5.378 -1.112 -6.468
H -6.890 -1.511 -3.354
H -5.180 -1.812 -3.719
H -5.852 -0.155 -3.833
H -4.475 -1.704 -6.304
H -5.146 -0.047 -6.416
H -5.770 -1.338 -7.462
C -7.446 0.173 5.551
C -6.908 -0.395 4.264
O -6.061 0.192 3.619
C -7.462 -1.721 3.808
H -6.958 1.129 5.755
H -8.521 0.340 5.463
H -7.236 -0.511 6.376
H -8.538 -1.637 3.643
H -7.252 -2.487 4.557
H -6.986 -2.009 2.868
C 3.334 2.996 6.763
C 2.938 2.741 5.333
O 1.845 2.282 5.051
C 3.944 3.076 4.264
H 2.515 2.709 7.421
H 4.212 2.398 7.016
H 3.543 4.056 6.907
H 4.850 2.483 4.408
H 4.181 4.141 4.298
H 3.524 2.842 3.283
C -1.083 -4.821 -4.382
C -0.577 -4.253 -3.083
O 0.281 -4.824 -2.435
C -1.172 -2.952 -2.615
H -0.566 -5.759 -4.593
H -2.154 -5.020 -4.308
H -0.884 -4.120 -5.196
H -2.247 -3.070 -2.462
H -0.977 -2.169 -3.352
H -0.719 -2.668 -1.663
C -4.018 -2.418 6.087
C -2.884 -1.514 5.681
O -2.553 -1.400 4.518
C -2.178 -0.755 6.773
H -4.433 -2.899 5.198
H -3.652 -3.192 6.765
H -4.805 -1.834 6.569
H -1.730 -1.455 7.482
H -2.883 -0.098 7.285
H -1.385 -0.145 6.335
C 2.530 -6.498 -2.395
C 3.098 -7.353 -3.495
O 2.404 -7.740 -4.419
C 4.559 -7.713 -3.412
H 1.470 -6.319 -2.586
H 2.632 -7.012 -1.436
H 3.048 -5.537 -2.367
H 4.750 -8.280 -2.498
H 5.167 -6.806 -3.428
H 4.829 -8.331 -4.270
C 0.063 -9.540 -5.473
C -0.086 -10.873 -6.157
O -1.116 -11.516 -6.074
C 1.090 -11.380 -6.948
H -0.860 -9.301 -4.941
H 0.881 -9.581 -4.753
H 0.252 -8.761 -6.214
H 1.955 -11.503 -6.292
H 1.324 -10.682 -7.755
H 0.842 -12.349 -7.385
C -0.603 1.293 -5.615
C -2.071 1.234 -5.286
O -2.889 0.868 -6.108
C -2.487 1.646 -3.899
H -0.450 0.968 -6.647
H -0.239 2.317 -5.513
H -0.046 0.627 -4.953
H -2.207 2.686 -3.720
H -2.014 0.995 -3.160
H -3.571 1.554 -3.803
C 2.119 6.419 9.849
C 1.733 4.964 9.815
O 2.347 4.162 9.137
C 0.557 4.539 10.654
H 2.980 6.580 9.198
H 1.289 7.031 9.489
H 2.389 6.708 10.866
H -0.341 5.068 10.331
H 0.759 4.745 11.708
H 0.395 3.466 10.533
C 6.140 2.224 -3.781
C 4.685 2.168 -3.399
O 3.838 1.793 -4.190
C 4.318 2.593 -2.004
H 6.257 1.890 -4.814
H 6.505 3.251 -3.701
H 6.720 1.565 -3.132
H 4.604 3.636 -1.847
H 4.817 1.950 -1.276
H 3.239 2.502 -1.868
C 3.817 5.725 -5.014
C 4.343 6.308 -3.730
O 5.216 5.746 -3.092
C 3.749 7.611 -3.265
H 4.334 4.786 -5.225
H 2.748 5.521 -4.919
H 3.997 6.418 -5.838
H 2.679 7.490 -3.093
H 3.928 8.388 -4.013
H 4.221 7.911 -2.330
C 5.359 6.500 0.091
C 3.880 6.589 0.361
O 3.144 7.249 -0.350
C 3.348 5.829 1.546
H 5.603 7.094 -0.791
H 5.917 6.893 0.944
H 5.639 5.462 -0.099
H 3.818 6.192 2.463
H 3.543 4.763 1.415
H 2.270 5.983 1.621
```

Computed properties:
- Molar mass: 1128.01 g/mol
- Strongest force on any atom: 6.129 eV/A
- ΔE to the lowest compared entry with this formula, charge and spin: 101.31 kcal per mole
- E_HOMO: -9.05 eV
- Kohn-Sham gap: 0.3368 hartree

Löwdin atomic charge list, values in e, 2 entries:
1. O 0.072
2. C -0.334

=====

# 2
Molecular formula: C49H84Br3Cl22FIN5O4
Method: DFT, ωB97M-V/def2-TZVPD

Geometry as XYZ:
```
169
Properties=species:S:1:pos:R:3
C -6.100 -1.474 -2.646
C -5.689 -0.446 -3.804
C -6.128 1.047 -3.417
C -5.921 1.477 -1.894
N -4.679 1.204 -1.210
C -3.373 1.485 -1.779
N -2.488 0.361 -1.397
C -1.143 0.344 -2.010
C -0.292 -0.594 -1.034
C 0.799 -1.576 -1.719
C 2.143 -1.673 -0.803
O 3.260 -1.782 -1.392
N 2.135 -1.598 0.669
C 2.567 -0.274 1.181
C 3.127 0.887 0.286
C 3.533 2.298 0.867
C 3.422 2.620 2.383
C 2.909 1.453 3.311
C 2.480 0.047 2.725
C -1.345 -0.326 -3.498
C -1.880 -1.808 -3.514
O -2.989 -2.259 -3.187
F -0.931 -2.812 -3.980
C -0.612 1.833 -2.296
C 0.960 1.895 -2.497
N 1.251 1.919 -3.990
N -1.231 2.950 -1.467
I -0.232 2.776 0.383
C -0.601 4.258 -1.974
O -0.453 4.561 -3.203
O 0.026 5.160 -1.100
C -2.732 2.970 -1.406
C -3.359 3.756 -2.713
C -3.542 5.307 -2.748
C -4.945 5.919 -2.249
Br -3.482 5.815 -4.719
C -3.462 3.563 -0.129
Br -2.811 5.401 0.487
C -3.700 2.825 1.257
C -5.321 2.839 1.556
Br -3.146 1.002 1.680
H -5.457 -1.399 -1.694
H -7.190 -1.299 -2.331
H -6.048 -2.583 -2.984
H -6.234 -0.801 -4.765
H -4.579 -0.419 -4.069
H -7.264 1.127 -3.642
H -5.631 1.756 -4.192
H -6.798 1.008 -1.296
H -6.138 2.622 -1.849
H -4.758 0.366 -0.626
H -3.465 1.361 -2.937
H -2.950 -0.550 -1.331
H -1.032 -1.318 -0.504
H 0.267 -0.074 -0.188
H 1.162 -1.246 -2.749
H 0.408 -2.656 -1.813
H 1.165 -1.723 1.018
H 3.267 0.766 -0.844
H 3.912 3.131 0.154
H 3.717 3.657 2.786
H 2.867 1.695 4.438
H 2.094 -0.704 3.499
H -2.016 0.323 -4.177
H -0.299 -0.283 -4.001
H -1.037 2.085 -3.353
H 1.542 2.772 -2.063
H 1.563 0.976 -2.143
H 0.967 2.817 -4.404
H 2.235 1.682 -4.173
H -4.388 3.318 -3.021
H -2.692 3.450 -3.614
H -2.708 5.969 -2.309
H -5.859 5.546 -2.823
H -5.156 5.793 -1.133
H -4.875 7.062 -2.431
H -4.524 3.841 -0.525
H -3.304 3.446 2.156
H -5.399 2.554 2.678
H -5.767 3.879 1.397
H -5.855 2.004 0.989
Cl -1.522 8.418 2.072
C -2.832 9.544 1.635
C -4.113 9.251 2.391
Cl -4.859 7.717 1.877
H -2.981 9.487 0.555
H -2.480 10.548 1.877
H -4.844 10.039 2.200
H -3.941 9.200 3.468
Cl 3.743 2.269 -8.561
C 3.321 3.478 -7.322
C 4.337 3.525 -6.199
Cl 4.298 2.051 -5.196
H 2.321 3.246 -6.951
H 3.281 4.446 -7.825
H 4.118 4.364 -5.536
H 5.352 3.648 -6.579
Cl -3.507 -2.280 3.948
C -2.662 -1.708 5.408
C -2.164 -0.285 5.259
Cl -0.835 -0.158 4.082
H -1.844 -2.400 5.618
H -3.377 -1.767 6.231
H -1.776 0.074 6.215
H -2.963 0.390 4.942
Cl 4.664 -0.121 4.075
C 5.777 -1.309 4.807
C 5.069 -2.227 5.783
Cl 4.545 -1.370 7.256
H 6.590 -0.761 5.288
H 6.199 -1.894 3.988
H 5.747 -3.021 6.104
H 4.191 -2.693 5.332
Cl 4.185 -6.540 7.963
C 4.974 -5.941 9.444
C 5.453 -4.511 9.298
Cl 6.818 -4.372 8.162
H 5.796 -6.618 9.687
H 4.234 -6.005 10.244
H 5.805 -4.137 10.262
H 4.654 -3.853 8.949
Cl 1.696 -4.964 2.183
C 2.321 -5.451 0.587
C 1.207 -5.776 -0.388
Cl 0.339 -7.268 0.054
H 2.990 -6.301 0.731
H 2.911 -4.613 0.210
H 1.623 -5.935 -1.385
H 0.477 -4.966 -0.450
Cl -1.532 -11.407 -4.657
C -1.990 -10.200 -3.430
C -1.010 -10.157 -2.275
Cl -1.083 -11.631 -1.276
H -3.002 -10.430 -3.090
H -2.012 -9.231 -3.933
H -1.247 -9.318 -1.618
H 0.018 -10.036 -2.624
Cl 2.669 -10.098 9.574
C 2.251 -9.741 7.879
C 2.361 -10.966 6.993
Cl 4.050 -11.487 6.774
H 2.900 -8.934 7.533
H 1.222 -9.374 7.878
H 1.968 -10.741 5.999
H 1.797 -11.808 7.398
Cl 5.513 5.737 -3.660
C 6.609 4.534 -2.934
C 5.892 3.619 -1.963
Cl 5.378 4.477 -0.489
H 7.427 5.072 -2.451
H 7.026 3.949 -3.757
H 6.562 2.817 -1.645
H 5.008 3.164 -2.416
Cl 7.321 5.201 2.939
C 8.005 6.834 2.741
C 7.657 7.441 1.397
Cl 8.481 6.614 0.052
H 9.085 6.768 2.885
H 7.592 7.449 3.544
H 7.975 8.485 1.368
H 6.582 7.408 1.207
Cl -7.121 -3.149 -6.967
C -6.021 -4.359 -6.262
C -6.728 -5.271 -5.279
Cl -7.211 -4.412 -3.795
H -5.191 -3.828 -5.791
H -5.622 -4.946 -7.091
H -6.058 -6.078 -4.974
H -7.622 -5.719 -5.717
```

Computed properties:
- Molar mass: 1972.82 g/mol
- Strongest force on any atom: 10.126 eV/A
- E_HOMO: -8.06 eV
- Kohn-Sham gap: 0.2609 hartree

Löwdin atomic charge list, values in e, 2 entries:
1. C -0.152
2. C -0.235

=====

> Which formula does entry 2 have?

C49H84Br3Cl22FIN5O4